(1)
Formula: C4H8O
Source: the OMol25 dataset
Level of theory: ωB97M-V with the def2-TZVPD basis set

Structure (ORCA input):
```
! RIJCOSX wB97M-V def2-TZVPD def2/J DEFGRID3
* xyz 0 1
C 1.6093 -0.3121 0.0505
C 0.3539 0.3342 -0.5446
C -0.8944 -0.5358 -0.3360
C -1.3896 0.6120 0.5598
O -0.2039 1.3787 0.2862
H 2.3794 0.4421 0.2143
H 1.4296 -0.8082 1.0175
H 2.0280 -1.0892 -0.6068
H 0.5619 0.7165 -1.5554
H -1.5449 -0.8440 -1.1608
H -0.5264 -1.4025 0.2009
H -1.4965 0.3711 1.6267
H -2.3064 1.1374 0.2476
*
```

As for the HOMO-LUMO gap: 0.396 hartree. As for the relative energy (zero: lowest compared OMol25 entry of this formula, charge and spin): 1.2056 eV. The electronic energy comes out at -6323.962 eV. Its largest force on an atom is 0.0149 hartree/bohr.

***

(2)
Formula: C2H6FN
Source: the OMol25 dataset
Level of theory: ωB97M-V with the def2-TZVPD basis set

Structure (ORCA input):
```
! RIJCOSX wB97M-V def2-TZVPD def2/J DEFGRID3
* xyz 0 1
C -0.5132 -0.0953 -0.1115
C 0.7574 -0.8522 -0.4371
H 0.1937 1.8740 0.5679
H -1.2880 1.2596 1.5072
H -0.9707 0.2871 -0.9887
H -1.3270 -0.7509 0.3055
H 0.3676 -1.7002 -1.0608
H 1.3483 -0.8813 0.4863
N -0.4179 1.0257 0.9254
F 1.8499 -0.1665 -1.1942
*
```

As for the HOMO-LUMO gap: 0.375 hartree. As for the relative energy (zero: lowest compared OMol25 entry of this formula, charge and spin): 1.2249 eV. The electronic energy comes out at -6377.432 eV. Its largest force on an atom is 0.0666 hartree/bohr.

***

(3)
Formula: C4H8N4O2
Source: the OMol25 dataset
Level of theory: ωB97M-V with the def2-TZVPD basis set

Structure (ORCA input):
```
! RIJCOSX wB97M-V def2-TZVPD def2/J DEFGRID3
* xyz 0 1
C -0.1809 0.3084 0.4471
C 1.5197 0.1590 -0.8763
C -0.8698 1.4958 -0.2007
C -1.8896 -1.4326 0.5161
N 1.2142 -1.1662 -1.2346
N 0.1855 -1.6925 -0.7676
N -0.5574 -0.9533 0.0244
N 2.5218 0.3979 0.0542
O 3.1713 1.4391 -0.0830
O 2.7723 -0.4271 0.9152
H 0.3274 0.4834 1.5131
H 1.4334 0.9475 -1.5422
H -0.3478 2.3768 0.0238
H -1.8132 1.5378 0.3900
H -1.0602 1.3415 -1.2242
H -2.2238 -0.7378 1.2034
H -2.4728 -1.7904 -0.3517
H -1.7301 -2.2873 1.1928
*
```

As for the HOMO-LUMO gap: 0.321 hartree. As for the relative energy (zero: lowest compared OMol25 entry of this formula, charge and spin): 7.3349 eV. The electronic energy comes out at -14325.767 eV. Its largest force on an atom is 0.1100 hartree/bohr.

***

(4)
Formula: C49H30Cl5N6O2Pb
Source: the OMol25 dataset
Level of theory: ωB97M-V with the def2-TZVPD basis set

Structure (ORCA input):
```
! RIJCOSX wB97M-V def2-TZVPD def2/J DEFGRID3
* xyz 1 1
Pb -0.2667 -0.0173 -0.7187
Cl 3.3817 -5.4353 -6.6292
C 3.1300 -4.5453 -5.1761
C 4.1748 -3.8149 -4.6273
C 3.9728 -3.0960 -3.4652
C 2.7365 -3.1146 -2.8088
C 1.6909 -3.8302 -3.4097
C 1.8797 -4.5434 -4.5778
C 2.4580 -2.3624 -1.5764
C 1.6040 -2.8584 -0.6369
C 1.1848 -4.2414 -0.4499
C 0.4186 -4.2622 0.6575
C 0.3273 -2.8790 1.1158
C -0.4679 -2.4519 2.2633
C -0.9282 -3.5246 3.1910
C -2.1196 -4.1985 2.9422
C -2.5496 -5.2015 3.7954
C -1.7778 -5.5324 4.8997
Cl -2.3101 -6.7865 5.9650
C -0.5899 -4.8698 5.1622
C -0.1675 -3.8659 4.3033
C -0.8375 -1.1756 2.5201
N -0.5571 -0.0542 1.7254
C -1.0630 0.9803 2.3451
C -0.9578 2.3699 1.8854
C -1.8881 3.3375 2.5191
C -1.4205 4.3362 3.3660
C -2.3084 5.2145 3.9691
C -3.6631 5.0901 3.7115
Cl -4.7743 6.1875 4.4561
C -4.1445 4.0992 2.8657
C -3.2571 3.2138 2.2789
C -0.0247 2.8043 1.0048
C 0.2398 4.1859 0.6337
C 1.3879 4.1797 -0.0678
C 1.8099 2.7840 -0.1553
N 0.9571 1.9755 0.4264
C 3.1162 2.3459 -0.6683
C 3.4068 1.0657 -1.0040
C 4.7415 0.4870 -1.1159
C 4.5688 -0.8349 -1.2940
C 3.1182 -1.0490 -1.3559
N 2.4560 0.0498 -1.1644
C 4.1847 3.3683 -0.7097
C 4.9319 3.5574 -1.8711
C 5.9366 4.5098 -1.9193
C 6.2036 5.2713 -0.7926
Cl 7.4552 6.4596 -0.8429
C 5.4750 5.0958 0.3763
C 4.4629 4.1542 0.4097
C -1.7224 0.5969 3.5904
C -1.5924 -0.7371 3.6902
N 1.0488 -2.0696 0.3812
H 5.1398 -3.8097 -5.1141
H 4.8029 -2.5331 -3.0707
H 0.7010 -3.7875 -2.9774
H 1.0613 -5.0803 -5.0366
H 1.5214 -5.0815 -1.0350
H -0.0211 -5.1178 1.1446
H -2.7259 -3.9207 2.0872
H -3.4805 -5.7213 3.6157
H -0.0041 -5.1371 6.0305
H 0.7600 -3.3438 4.5036
H -0.3586 4.4235 3.5619
H -1.9559 5.9913 4.6331
H -5.2046 4.0268 2.6664
H -3.6296 2.4523 1.6018
H -0.3775 5.0273 0.9019
H 1.9147 5.0189 -0.4915
H 5.6664 1.0226 -0.9806
H 5.3300 -1.5970 -1.3136
H 4.7093 2.9668 -2.7507
H 6.5072 4.6670 -2.8238
H 5.7042 5.6942 1.2468
H 3.8966 4.0145 1.3223
H -2.2034 1.2785 4.2724
H -1.9411 -1.3868 4.4758
Cl -1.9874 1.0561 -3.3970
C -3.1525 2.0631 -2.4771
C -3.2654 1.6774 -1.0058
O -4.3531 1.8497 -0.4722
O -2.2084 1.2714 -0.4041
H -4.1201 1.9634 -2.9549
H -2.8039 3.0909 -2.5556
N -2.5643 -3.0765 -0.7121
C -3.8087 -3.5033 -0.4147
C -4.4462 -2.4545 0.2000
C -3.4990 -1.4151 0.2190
N -2.3578 -1.8015 -0.3384
H -1.8389 -3.5827 -1.1891
H -4.1374 -4.4979 -0.6645
H -5.4563 -2.4299 0.5681
H -3.6016 -0.4072 0.5879
*
```

As for the HOMO-LUMO gap: 0.210 hartree. As for the relative energy (zero: lowest compared OMol25 entry of this formula, charge and spin): 0.3345 eV. The electronic energy comes out at -132190.317 eV. Its largest force on an atom is 0.0057 hartree/bohr.

***

(5)
Formula: C3H3OP
Source: the OMol25 dataset
Level of theory: ωB97M-V with the def2-TZVPD basis set

Structure (ORCA input):
```
! RIJCOSX wB97M-V def2-TZVPD def2/J DEFGRID3
* xyz 0 1
C 0.1063 -0.4936 0.7404
C -0.8780 -1.3723 0.6916
C 0.1448 0.6497 -0.0617
O -1.8124 -2.0384 0.8644
P 0.7941 1.7919 -2.8453
H 1.0883 -0.6945 1.3258
H 1.0361 1.3413 0.2642
H -0.4791 0.8161 -0.9795
*
```

As for the HOMO-LUMO gap (alpha / beta): 0.188 / 0.188 hartree. As for the relative energy (zero: lowest compared OMol25 entry of this formula, charge and spin): 6.7010 eV. The electronic energy comes out at -14488.321 eV. Its largest force on an atom is 0.0616 hartree/bohr.

***

(6)
Formula: C11H18N
Source: the OMol25 dataset
Level of theory: ωB97M-V with the def2-TZVPD basis set

Structure (ORCA input):
```
! RIJCOSX wB97M-V def2-TZVPD def2/J DEFGRID3
* xyz 1 1
C 0.0630 -0.4219 1.3411
C -0.8976 -1.9333 -0.6732
C -1.8689 -0.7689 -0.3409
C 0.1578 -2.5193 0.3152
C -1.3461 0.7473 -0.1008
C 1.8785 -0.8911 0.0186
C -0.0498 0.7179 0.6295
C 1.3744 0.6782 -0.1164
C -2.3994 1.5907 0.5814
C 1.5146 1.1188 -1.5511
C 2.2417 1.6477 0.7523
N 0.9625 -1.4024 0.7333
H -0.5863 -0.8992 2.0750
H -1.5863 -2.5752 -0.9878
H -0.3570 -1.7355 -1.5599
H -2.6850 -0.7997 -1.0131
H -2.3019 -1.0635 0.6403
H -0.3278 -2.9405 1.3170
H 0.6598 -3.3010 -0.2286
H -1.2407 1.4029 -0.8908
H 2.6808 -1.3373 -0.4816
H -3.3347 1.5963 0.0163
H -1.9291 2.6033 0.8243
H -2.8269 1.2075 1.5525
H 2.5272 1.0599 -1.8576
H 1.1315 2.0931 -1.5573
H 1.0152 0.5871 -2.3016
H 1.6853 2.6106 0.8288
H 3.3453 1.7226 0.2943
H 2.4998 1.2050 1.7408
*
```

As for the HOMO-LUMO gap (alpha / beta): 0.300 / 0.300 hartree. As for the relative energy (zero: lowest compared OMol25 entry of this formula, charge and spin): 5.6041 eV. The electronic energy comes out at -13177.106 eV. Its largest force on an atom is 0.1067 hartree/bohr.

***

(7)
Formula: C11H26BaN4O7S
Source: the OMol25 dataset
Level of theory: ωB97M-V with the def2-TZVPD basis set

Structure (ORCA input):
```
! RIJCOSX wB97M-V def2-TZVPD def2/J DEFGRID3
* xyz 0 1
O 1.1435 -2.4295 -5.0817
H 0.6305 -2.1489 -5.8610
Ba 1.0671 -0.4306 -1.5968
N 0.6688 1.6716 0.6314
N 2.1810 1.9218 -1.4209
N -0.6627 -1.4346 0.4653
N -0.5446 -2.6558 -1.8604
O -0.1622 1.5579 1.6321
O -0.6961 -0.9656 1.7513
O -0.6918 -3.0778 -3.0433
O 3.0578 1.7392 -2.3213
C 2.3079 2.9198 -0.5076
C 1.4299 2.8062 0.6078
C -1.2346 -2.6481 0.4143
C -1.1975 -3.3157 -0.8588
C 1.3894 3.8636 1.6550
H 2.3141 3.8678 2.2489
H 0.5397 3.6966 2.3224
H 1.2941 4.8489 1.1865
C 3.3173 3.9962 -0.6446
H 3.7435 3.9705 -1.6542
H 4.1365 3.8638 0.0798
H 2.8707 4.9846 -0.4686
C -1.8378 -3.2541 1.6346
C -1.8606 -4.6136 -1.1428
H -2.4623 -2.5234 2.1614
H -1.0491 -3.5834 2.3291
H -2.4513 -4.1262 1.3866
H -1.2606 -5.1868 -1.8644
H -2.8519 -4.4507 -1.5915
H -1.9894 -5.2099 -0.2396
H -0.4767 0.0292 1.6610
H 0.4604 -2.8013 -4.4765
C -0.6686 0.9527 -1.8758
H -0.4808 2.0171 -2.0148
H -1.5208 0.8879 -1.2001
H -1.0017 0.5463 -2.8592
O -2.7814 2.0804 0.5084
H -3.4298 1.4101 0.7910
H -2.0264 1.9694 1.1260
C 4.0517 -2.2454 2.4265
S 2.3674 -1.8426 1.9501
C 2.0466 -0.5116 3.1150
O 2.5005 -1.2047 0.5766
H 4.0024 -2.9632 3.2515
H 4.5707 -1.3342 2.7430
H 4.5486 -2.7005 1.5643
H 1.5838 0.3443 2.6068
H 1.3614 -0.9187 3.8685
H 2.9949 -0.2331 3.5894
*
```

As for the HOMO-LUMO gap (alpha / beta): 0.183 / 0.177 hartree. As for the relative energy (zero: lowest compared OMol25 entry of this formula, charge and spin): 0.8991 eV. The electronic energy comes out at -43641.682 eV. Its largest force on an atom is 0.1380 hartree/bohr.

***

(8)
Formula: C11H13AuN2O6
Source: the OMol25 dataset
Level of theory: ωB97M-V with the def2-TZVPD basis set

Structure (ORCA input):
```
! RIJCOSX wB97M-V def2-TZVPD def2/J DEFGRID3
* xyz 2 3
O 1.2169 4.9306 -1.8858
C 0.0527 5.0623 -1.8418
Au -3.3699 1.9862 0.1778
O -1.0297 1.6565 2.1084
C -1.8169 1.8577 1.3463
C -3.9198 -0.8721 1.4728
O -4.0986 -1.9731 1.6748
C -3.5429 0.2632 -1.4669
O -3.1823 -0.5909 -2.2585
C -4.4259 2.8726 1.8902
O -4.9914 3.2660 2.8384
H -2.7367 3.4989 -0.2058
C -0.2574 -1.8304 1.6179
N 0.8169 -1.5639 0.6961
C 2.1800 -1.7269 1.1607
C 3.0337 -1.9793 -0.0614
C 2.9364 -0.8558 -1.0584
N 1.5761 -0.3620 -1.1793
C 1.3007 0.5111 -2.2899
C 0.5114 -0.7195 -0.3665
O -0.6163 -0.3556 -0.5372
H 0.0559 -2.6086 2.3219
H -1.1051 -2.2600 1.0492
H -0.6181 -0.8960 2.1075
H 2.4896 -0.7932 1.6501
H 2.1538 -2.5700 1.8666
H 2.7258 -2.9070 -0.5453
H 4.0832 -2.0619 0.2233
H 3.2919 -1.1994 -2.0430
H 3.5909 -0.0233 -0.7450
H 2.0456 1.3223 -2.2490
H 1.3577 -0.0323 -3.2510
H 0.2920 0.9542 -2.2173
*
```

As for the expectation value of S²: 2.035. As for the HOMO-LUMO gap (alpha / beta): 0.331 / 0.220 hartree. As for the relative energy (zero: lowest compared OMol25 entry of this formula, charge and spin): 1.7359 eV. The electronic energy comes out at -30553.096 eV. Its largest force on an atom is 0.1907 hartree/bohr.

***

(9)
Formula: C5H3CuO6
Source: the OMol25 dataset
Level of theory: ωB97M-V with the def2-TZVPD basis set

Structure (ORCA input):
```
! RIJCOSX wB97M-V def2-TZVPD def2/J DEFGRID3
* xyz 1 2
O 2.3220 -0.9991 1.8794
C 1.4597 -0.6255 1.2125
Cu 0.0899 -0.0648 0.0106
O -1.9949 0.3224 2.4217
C -1.2301 0.1855 1.5745
C 1.3856 -0.2074 -1.7663
O 1.0059 0.1571 -2.8203
C -0.4033 -1.9026 -0.4643
O -0.6988 -2.9896 -0.6900
C 0.8030 1.8298 0.0365
O 1.2008 2.8992 0.0890
H 2.3614 -0.7027 -1.3219
O -1.6330 0.6926 -1.3765
H -1.0412 1.1280 -2.0424
H -2.0101 1.3534 -0.7423
*
```

As for the expectation value of S²: 0.756. As for the HOMO-LUMO gap (alpha / beta): 0.288 / 0.337 hartree. As for the relative energy (zero: lowest compared OMol25 entry of this formula, charge and spin): 0.1947 eV. The electronic energy comes out at -62147.898 eV. Its largest force on an atom is 0.1188 hartree/bohr.

***

(10)
Formula: C30H43BeBrN2P2
Source: the OMol25 dataset
Level of theory: ωB97M-V with the def2-TZVPD basis set

Structure (ORCA input):
```
! RIJCOSX wB97M-V def2-TZVPD def2/J DEFGRID3
* xyz 2 1
C -0.5465 6.8089 -2.7880
C -0.7474 5.4156 -2.8884
C -1.0069 4.8720 -4.1664
C -1.1159 5.7350 -5.2599
N -0.9583 7.0515 -5.1404
C -0.6798 7.5860 -3.9516
C -0.7320 4.5568 -1.7507
C -1.0447 3.3111 -1.5015
C -1.1103 2.1798 -0.6669
C -0.0120 1.2622 -0.5849
C -0.2016 -0.0633 -0.3366
C -1.4209 -0.6348 0.3435
C -2.5361 0.4146 0.3060
C -2.3675 1.6731 -0.1806
Be -0.3830 3.9832 -0.2017
P 2.4078 -0.9280 1.4500
H -1.1403 3.7936 -4.2939
H -0.3126 7.2834 -1.8334
H -1.3380 5.3288 -6.2446
H -0.5563 8.6661 -3.8942
H -3.1782 2.4052 -0.1738
H 1.0089 1.6496 -0.7342
H -3.4891 0.1162 0.7546
H 0.6160 -0.7474 -0.5721
C 2.2762 -2.3644 2.6031
C 2.9075 -3.6902 2.1957
H 1.1916 -2.4930 2.7435
H 2.6775 -2.0141 3.5658
H 2.9750 -4.3454 3.0729
H 2.2995 -4.2183 1.4507
H 3.9246 -3.5781 1.8037
C 2.8537 -1.7275 -0.1655
C 3.4091 -0.7543 -1.2027
H 1.9326 -2.1921 -0.5538
H 3.5542 -2.5518 0.0166
H 3.2497 -1.1675 -2.2077
H 2.9112 0.2233 -1.1582
H 4.4899 -0.6054 -1.0858
C 3.9953 -0.1646 1.9825
C 5.2432 -1.0245 1.8203
H 3.8464 0.1107 3.0389
H 4.0875 0.7766 1.4177
H 6.1318 -0.4016 1.9724
H 5.2836 -1.8275 2.5644
H 5.3276 -1.4653 0.8209
Br -1.0662 -1.2908 2.1263
P -1.9006 -2.0334 -0.7102
C -0.5228 -3.1975 -1.0007
C -0.8016 -4.6825 -1.2891
H 0.0952 -3.1236 -0.0898
H 0.0592 -2.7855 -1.8389
H 0.1396 -5.1990 -1.5322
H -1.2282 -5.2080 -0.4219
H -1.4647 -4.8325 -2.1526
C -3.0746 -3.0018 0.3026
C -4.1680 -3.7726 -0.4279
H -3.5114 -2.3035 1.0293
H -2.4745 -3.7108 0.8915
H -4.8917 -4.1723 0.2951
H -4.7300 -3.1393 -1.1242
H -3.7631 -4.6378 -0.9701
C -2.6297 -1.3982 -2.2242
C -2.8972 -2.4168 -3.3281
H -1.9393 -0.6077 -2.5643
H -3.5605 -0.8968 -1.9122
H -3.3282 -1.8943 -4.1885
H -1.9754 -2.9071 -3.6569
H -3.6195 -3.1796 -3.0168
C -0.1049 2.0940 5.5137
C 1.0237 2.6229 4.8943
C 1.0596 2.7119 3.4942
N 0.0029 2.4108 2.7381
C -1.0730 1.8841 3.3189
C -1.1405 1.6490 4.7011
H -0.1672 2.0095 6.5982
H 1.8910 2.9616 5.4541
H 1.9550 3.0466 2.9609
H -1.9127 1.6446 2.6650
H -2.0040 1.1121 5.0790
*
```

As for the HOMO-LUMO gap: 0.174 hartree. As for the relative energy (zero: lowest compared OMol25 entry of this formula, charge and spin): 0.0000 eV. The electronic energy comes out at -123790.728 eV. Its largest force on an atom is 0.0519 hartree/bohr.

***

(11)
Formula: C3H8OS
Source: the OMol25 dataset
Level of theory: ωB97M-V with the def2-TZVPD basis set

Structure (ORCA input):
```
! RIJCOSX wB97M-V def2-TZVPD def2/J DEFGRID3
* xyz 0 1
C -1.9506 0.5122 0.6491
C -2.5271 -0.3937 -0.1760
C 1.8773 0.8317 -0.4304
O 1.5174 -1.7233 -0.0705
S 1.2173 -0.3696 0.8304
H -1.3266 1.2260 0.4507
H -2.0588 0.4339 1.6510
H -2.3863 -0.1914 -1.1550
H -2.9908 -1.2904 0.0078
H 1.1534 1.6791 -0.3767
H 2.8532 1.1672 -0.2021
H 2.1173 0.2068 -1.3044
H 2.5044 -2.0885 0.1260
*
```

As for the HOMO-LUMO gap: 0.329 hartree. As for the relative energy (zero: lowest compared OMol25 entry of this formula, charge and spin): 3.0447 eV. The electronic energy comes out at -16120.193 eV. Its largest force on an atom is 0.1347 hartree/bohr.

***

(12)
Formula: C3H5CeF6NO4S2
Source: the OMol25 dataset
Level of theory: ωB97M-V with the def2-TZVPD basis set

Structure (ORCA input):
```
! RIJCOSX wB97M-V def2-TZVPD def2/J DEFGRID3
* xyz 2 1
Ce -0.5790 -0.0299 -1.3751
C 0.0051 -0.2639 -3.6114
H 1.1005 -0.3647 -3.5755
H -0.5038 -1.1728 -3.9649
H -0.3279 0.6430 -4.1254
H -2.0571 1.1184 -2.3341
H -2.4562 0.3064 -2.2536
F -0.2796 4.0413 1.5523
C -0.6517 2.8188 1.9857
F -0.4241 2.7407 3.3067
F -1.9627 2.6557 1.7434
S 0.4081 1.4185 1.0784
O 0.2177 1.7934 -0.4009
O 1.7663 1.6008 1.4865
N -0.2418 -0.1179 1.3101
S 0.7963 -1.3242 0.8217
O 0.2925 -1.8283 -0.5613
O 2.1876 -0.9551 0.7083
C 0.6880 -2.9862 1.8682
F 1.0600 -2.7132 3.1292
F -0.5609 -3.4700 1.8579
F 1.5228 -3.9108 1.3540
*
```

As for the HOMO-LUMO gap (alpha / beta): 0.294 / 0.294 hartree. The electronic energy comes out at -63751.423 eV. Its largest force on an atom is 0.0828 hartree/bohr.